Entry a
14
Properties=species:S:1:pos:R:3:mulliken_charge:R:1 method="wB97M-V/def2-TZVPD" e_lumo_ev="-4.6 / -4.6" spin_multiplicity=1 homo_energy_ev="-12.03 / -12.03" orbital_gap_ev="7.4 / 7.4" total_charge=+1
C -1.371 -0.010 -0.701 -0.02
C 1.519 0.107 0.046 0.05
C 0.617 1.257 0.331 -0.30
C 0.101 -1.541 0.623 -0.92
N -0.730 1.095 -0.278 -0.16
N -0.904 -1.226 -0.355 -0.06
S 3.018 -0.100 -0.337 -0.14
H -2.169 0.147 -1.281 0.48
H 0.745 1.495 1.358 0.31
H 1.138 2.129 -0.224 0.34
H 0.711 -2.371 0.359 0.42
H 0.023 -0.916 1.436 0.53
H -1.334 1.834 -0.098 0.24
H -1.365 -1.898 -0.879 0.23

---

Entry b
14
Properties=species:S:1:pos:R:3:mulliken_charge:R:1 method="wB97M-V/def2-TZVPD" e_lumo_ev="-7.1 / -4.0" spin_multiplicity=1 homo_energy_ev="-11.22 / -14.67" orbital_gap_ev="4.2 / 10.7" total_charge=+1
C 3.583 1.084 0.433 -0.31
C 2.273 0.882 0.836 -0.15
C 2.500 -0.136 -1.064 -0.08
C -4.364 1.257 -0.837 -0.92
N 3.657 0.483 -0.866 -0.02
N 1.581 0.150 -0.124 -0.01
S -0.041 -0.330 -0.034 0.16
H 4.425 1.386 0.996 0.39
H 1.832 1.195 1.796 0.38
H 2.306 -0.553 -2.057 0.36
H -5.126 0.622 -1.224 0.29
H -4.193 1.907 -1.553 0.34
H -4.159 1.411 0.209 0.30
H 4.574 0.431 -1.310 0.27

---

Pick the most stable structure from those above. Pick: entry a